96
Properties=species:S:1:pos:R:3:forces:R:3 method="wB97M-V/def2-TZVPD" largest_force_ev_per_a=0.2 smiles=CCSC[C@@H](N)COC.COCCNCCOC.COCCNCCOC.COCCNCCOC lumo_ev=0.640
C 6.473485 -6.183861 2.537147 -0.1 0.0 0.1
C 5.142331 -5.493737 2.826530 0.0 -0.1 0.0
S 4.810043 -5.213051 4.580189 0.0 -0.1 0.0
C 5.954281 -3.859262 4.913765 0.0 0.1 0.2
C 5.485079 -2.466858 4.452187 0.0 0.0 0.0
N 5.258053 -1.604452 5.605816 -0.2 -0.1 0.1
C 6.455135 -1.823299 3.464482 -0.1 -0.1 -0.1
O 6.780088 -2.734064 2.436639 -0.1 -0.2 0.1
C 7.238617 -2.114977 1.261010 0.0 0.0 -0.1
H 7.224820 -5.906482 3.275048 0.1 0.0 -0.1
H 6.843109 -5.908957 1.549520 0.0 0.0 0.0
H 6.356536 -7.265934 2.574905 0.1 0.0 0.0
H 4.306749 -6.107603 2.489461 0.0 0.1 -0.1
H 5.091521 -4.536344 2.314478 -0.1 0.1 0.0
H 6.027822 -3.851265 6.001463 0.1 0.1 0.0
H 6.933685 -4.105352 4.507196 0.0 0.0 0.0
H 4.520994 -2.582387 3.952964 0.0 0.0 0.0
H 4.703098 -0.793970 5.373481 0.0 0.1 0.0
H 6.126567 -1.298676 6.024626 0.0 0.1 0.0
H 5.985392 -0.929657 3.033575 0.0 0.1 0.1
H 7.371587 -1.509526 3.982391 0.0 0.0 0.1
H 7.738965 -2.874758 0.665438 0.0 0.0 -0.1
H 6.402473 -1.700061 0.688877 0.0 0.1 0.0
H 7.951143 -1.311279 1.470358 0.0 0.0 0.0
C 0.326855 0.729562 -3.180202 0.0 0.0 0.0
O 1.589778 0.108187 -3.042107 0.0 -0.1 0.1
C 2.551963 0.885881 -2.343227 0.0 0.1 -0.1
C 2.974470 0.189601 -1.070173 -0.1 -0.1 0.0
N 1.867994 0.133108 -0.129372 0.0 -0.1 -0.1
C 2.126753 -0.627576 1.084746 -0.1 0.1 0.0
C 2.391555 -2.121941 0.953006 0.2 0.0 0.1
O 1.281432 -2.852261 0.472933 -0.1 0.0 -0.1
C 1.244507 -3.061207 -0.924631 -0.1 -0.1 0.0
H -0.288961 0.067985 -3.786097 0.0 0.0 0.0
H -0.166937 0.889927 -2.214978 0.0 0.0 0.0
H 0.412313 1.693676 -3.691868 0.0 0.0 0.0
H 2.143788 1.874436 -2.113188 0.0 0.0 0.0
H 3.423679 1.016518 -2.991136 0.0 0.0 0.0
H 3.796374 0.751214 -0.615204 0.0 0.0 0.0
H 3.360917 -0.803688 -1.344059 0.0 0.0 0.0
H 1.060172 -0.255779 -0.601673 0.0 0.0 0.0
H 1.262185 -0.501750 1.740961 0.0 0.0 0.0
H 2.982900 -0.175578 1.598389 0.0 0.0 0.0
H 2.605242 -2.504695 1.955677 0.0 0.0 0.0
H 3.273498 -2.334532 0.334844 0.0 0.1 0.0
H 2.244271 -3.227779 -1.336425 0.0 0.0 0.0
H 0.779529 -2.227308 -1.458544 0.1 0.0 -0.1
H 0.645783 -3.955178 -1.100287 0.0 0.0 0.0
C -6.642456 -2.050467 -3.788489 0.0 0.0 0.0
O -6.270445 -2.480819 -2.496413 0.1 0.1 0.0
C -5.478955 -3.661879 -2.477091 -0.1 -0.1 0.0
C -4.115632 -3.374165 -1.893841 0.0 0.1 0.0
N -3.353918 -2.500102 -2.772984 -0.1 0.1 0.1
C -2.079740 -2.052203 -2.226907 0.0 0.0 -0.1
C -2.106827 -1.156642 -0.996102 0.1 0.0 0.1
O -2.667586 0.118289 -1.240852 0.0 0.1 0.0
C -4.062349 0.230872 -1.028103 0.0 0.1 0.0
H -7.280546 -1.177534 -3.664508 0.0 0.0 0.0
H -5.774119 -1.772966 -4.396528 0.0 0.0 0.0
H -7.205658 -2.824544 -4.319828 0.0 0.0 0.0
H -5.379190 -4.067282 -3.488310 0.0 0.0 0.0
H -5.988005 -4.405530 -1.857370 0.0 0.0 0.0
H -3.573219 -4.317332 -1.778204 0.0 0.0 0.0
H -4.264973 -2.951771 -0.889614 0.0 -0.1 0.0
H -3.921223 -1.691057 -2.996099 0.0 0.0 0.0
H -1.555679 -1.509553 -3.017325 0.0 -0.1 0.0
H -1.476499 -2.934829 -1.995463 0.0 0.0 0.0
H -1.071478 -0.979652 -0.687682 0.0 0.0 0.0
H -2.609277 -1.635431 -0.147466 0.0 0.0 0.0
H -4.401205 -0.424126 -0.220928 0.0 0.0 0.0
H -4.640305 0.008066 -1.930495 0.0 -0.1 0.0
H -4.263758 1.262425 -0.742830 0.0 0.0 0.0
C -4.886096 8.728532 0.405685 0.0 0.0 0.0
O -4.874213 7.872570 -0.717244 0.0 -0.1 0.1
C -3.640268 7.849915 -1.423492 0.0 0.1 -0.1
C -3.028800 6.469472 -1.375075 0.0 -0.1 0.1
N -2.617968 6.135004 -0.020802 -0.1 0.0 0.0
C -2.145055 4.766789 0.152204 0.0 0.1 0.1
C -3.144115 3.639616 -0.067622 0.1 -0.1 -0.1
O -4.192493 3.607346 0.883172 0.0 0.0 0.0
C -5.339439 4.367010 0.557923 0.0 0.0 0.1
H -5.890262 8.695033 0.824037 0.0 0.0 0.0
H -4.170451 8.412189 1.172570 0.0 0.0 0.0
H -4.658064 9.761139 0.122056 0.0 0.0 0.0
H -2.948409 8.584065 -1.000243 0.0 0.0 0.0
H -3.836633 8.122970 -2.464351 0.0 0.0 0.0
H -2.148821 6.449010 -2.025123 0.0 0.0 0.0
H -3.764283 5.764804 -1.790261 0.0 0.0 0.0
H -3.397081 6.297774 0.605215 0.0 0.0 0.0
H -1.758623 4.674420 1.169823 0.0 0.0 0.0
H -1.299276 4.607420 -0.524568 0.0 0.0 0.0
H -2.605264 2.694140 0.037337 0.0 0.0 0.0
H -3.562892 3.656024 -1.082176 0.0 0.1 0.0
H -5.511337 4.387814 -0.522519 0.0 0.0 0.0
H -5.274470 5.397942 0.918750 0.0 0.0 -0.1
H -6.194279 3.892231 1.039208 0.0 0.0 0.0